# C54H160N24O14P8S2

A cluster of 10 separate species, C54H160N24O14P8S2 in total in a non-equilibrium geometry (ωB97M-V/def2-TZVPD, the Open Molecules 2025 dataset).

ORCA input file:
```
! wB97M-V def2-TZVPD RIJCOSX def2/J DEFGRID3
* xyz 0 1
H -2.087 5.584 -6.476
H -3.288 -0.371 1.415
H 0.941 -10.967 -1.534
H 0.405 -1.255 -4.477
H -2.378 3.206 4.086
H -1.882 1.002 0.084
C 1.899 0.909 0.988
N -2.647 -3.825 5.124
C -1.921 4.728 -5.822
H -4.377 1.280 -1.203
H -0.081 5.177 1.835
H 3.166 -2.876 2.366
H 3.772 -0.873 4.381
H 5.501 1.729 0.841
C -5.786 -1.640 0.503
H 1.278 -5.414 -3.467
H 0.548 5.087 -1.645
H 2.514 -6.081 -1.705
H 4.223 -9.456 -1.414
H -1.192 -3.091 3.778
H -8.954 -0.527 3.071
H -3.691 5.526 -1.392
N -3.440 6.948 3.023
H -5.239 2.688 -1.685
H 2.928 -0.788 5.984
H -0.020 -5.984 -4.483
H -2.380 -3.947 8.931
N -1.876 4.724 2.789
N -7.863 0.624 1.637
N 2.109 -9.132 -1.980
H -6.677 -1.467 -0.101
C -8.991 1.594 1.511
H 0.468 0.140 3.066
H -1.426 -2.643 -2.131
H -2.427 0.451 6.176
H -0.378 7.852 -1.519
N -1.674 -1.345 5.418
P -3.015 -2.299 5.798
H 7.525 -3.236 -0.612
N -1.962 6.053 5.160
N -2.334 4.959 -4.468
H -1.394 -2.493 8.673
H -3.805 3.994 3.210
H -3.085 6.189 6.819
H 1.808 1.732 0.278
C 7.394 -2.889 3.399
H -4.478 -4.919 5.041
H 1.741 -10.919 -3.051
H -9.017 2.165 0.583
H 2.077 4.171 -6.366
C -0.746 4.320 1.936
C -1.868 -3.941 3.873
H 5.953 2.177 -7.039
C 7.608 -2.346 0.012
H 4.721 2.261 -1.497
C -7.962 -0.095 2.933
H 5.511 3.378 -5.758
H -5.265 8.207 -3.525
H -3.766 -4.968 6.625
C 1.878 4.227 -5.296
C -1.079 7.056 -1.268
H 1.458 -5.614 -5.220
C -1.982 -2.059 -1.398
N -0.485 0.716 -1.348
C -1.022 -2.724 0.750
C 1.054 -6.064 -4.313
H 5.421 -0.142 -4.164
C -2.915 3.738 -3.750
H -2.084 7.403 -1.025
N 7.119 0.494 1.260
O 2.091 -3.099 4.304
C -1.941 0.079 5.274
H 6.615 -3.499 2.940
C -3.673 6.942 1.572
H -4.552 7.543 1.342
H 3.585 -7.984 -0.851
H -0.843 6.212 7.011
H -1.053 4.008 0.938
P 0.124 -0.658 -0.579
C -2.018 -3.241 8.184
H 3.217 0.515 -7.389
H -5.977 -2.488 1.160
H -7.302 -0.957 3.033
H 0.067 4.540 -3.327
C -0.169 0.097 2.183
H 4.289 -2.194 0.162
H 0.676 -3.739 -8.940
O -1.499 7.518 -4.656
H 6.281 1.815 -5.311
O 1.995 1.102 -4.955
C -4.601 7.513 -4.041
H -2.875 2.926 2.351
H -0.610 7.406 5.646
H 9.133 -0.041 1.845
C -3.716 -1.494 8.411
H 9.007 1.452 1.037
N -6.511 1.317 -0.776
H -3.825 5.893 1.316
H -1.953 -2.950 1.270
C 0.135 5.363 -2.616
H 5.237 -3.736 0.311
H 5.149 -0.261 -2.486
P -6.294 1.076 0.974
C -4.212 -0.444 1.988
H 4.590 5.077 -4.671
H 6.632 -0.249 4.814
O 0.611 -3.048 -6.550
H -4.893 8.461 3.425
N -1.192 -1.624 -0.221
N -2.994 -2.451 7.521
C -2.774 3.641 3.168
H 1.822 5.311 -5.199
H 8.279 -1.020 4.861
H -0.199 -2.479 1.421
H 0.069 5.766 5.551
H -4.222 -1.378 2.550
N 0.701 -0.037 0.956
H 0.883 6.026 -3.048
H 1.638 -2.099 2.488
C 5.619 2.324 -6.012
H 7.213 2.496 0.584
H -2.341 -1.149 -1.880
H -2.337 1.503 -1.408
N 2.967 3.546 -4.570
C -7.715 0.819 -1.437
O -5.676 2.314 1.523
H 0.979 3.695 -4.984
H 1.716 -4.542 1.399
H 1.493 -2.399 -9.656
H 3.123 2.657 -2.164
O 2.962 -3.609 6.632
C 1.845 -10.595 -2.016
S 3.430 -3.135 5.331
H -3.195 9.064 3.603
H 1.967 -5.114 2.897
H -8.475 1.599 -1.484
H -0.770 -3.656 0.244
H -3.134 4.551 6.026
N 4.300 1.667 -5.983
C 1.482 -3.027 -8.765
C -0.311 -7.328 -0.403
H -5.366 1.229 -2.568
O -1.835 -2.347 -7.122
H -0.197 2.152 -2.992
H -4.004 3.774 -3.731
H -2.957 -0.806 8.784
H -8.943 2.263 2.370
P -2.125 6.512 -3.727
C 2.112 -8.112 -5.211
H 0.333 -1.497 -7.794
H -4.428 -1.022 7.735
H -2.534 3.744 -2.729
H -1.222 -7.759 -0.819
H -2.475 0.399 4.379
N -1.169 6.081 -2.392
H -4.987 6.674 -1.391
H -0.290 -1.308 7.032
H -0.904 -0.700 2.288
H -4.118 -1.903 9.338
O 4.558 -3.741 4.569
C 4.650 0.025 -3.412
H -0.858 4.507 -5.915
C -0.510 -1.153 -5.060
H 7.239 -3.030 4.469
S -0.973 -2.681 -5.982
N 7.142 -1.425 3.113
P 6.184 -0.844 1.871
H 1.414 -8.763 -5.736
C 2.206 -2.945 2.877
O 1.129 -1.430 -1.371
C 6.543 1.637 0.535
H 3.895 -8.360 -2.580
N 6.328 -1.965 0.593
O -0.394 -8.949 -3.118
H 1.346 -5.172 -0.667
H 2.022 -6.686 -0.081
H -7.692 0.595 3.733
H 3.406 5.119 -3.345
O 4.801 -0.515 2.335
H 0.224 0.412 -3.308
C -0.340 -1.634 5.993
H -5.224 6.800 -4.582
H 7.913 0.312 3.809
C -0.756 6.366 5.935
P -1.899 6.338 3.464
H 3.394 1.088 -1.409
O -4.327 -1.771 5.320
H -0.057 -2.681 5.882
H 4.679 -1.182 5.862
H 2.490 -7.324 -5.863
H 4.648 4.008 -3.264
N 1.613 -7.364 -4.023
N 4.159 1.380 -3.407
H 2.696 -11.161 -1.639
N -5.416 -0.372 1.147
C -4.375 6.060 -2.052
H -0.706 6.569 -0.368
H -0.964 0.540 5.130
P 3.228 1.892 -4.705
H 8.375 -3.236 3.075
H 6.560 1.307 -0.504
C -3.865 8.208 3.683
N 0.575 -6.989 -1.479
H 8.378 -2.662 0.717
H 8.843 -0.068 0.110
H -7.570 0.299 -2.384
H 2.011 -1.606 -7.125
H 4.957 0.409 -7.578
C 3.700 -1.277 5.391
H -5.041 -1.902 -0.249
C 8.588 0.446 1.036
H -4.902 5.238 -2.535
H -1.336 -3.681 7.456
H -2.559 -3.760 3.049
H -2.808 7.319 1.026
N -3.690 6.909 -3.110
C -5.356 1.613 -1.548
H -4.104 5.881 5.358
H -0.269 -0.499 -5.898
C -3.185 5.631 5.887
H -4.343 0.376 2.693
H 0.174 -8.078 0.222
H -8.202 0.076 -0.804
H -1.359 -4.886 3.686
C 1.547 -4.224 2.428
H -3.102 -5.929 5.249
C 1.154 -2.157 -7.512
O -1.247 -3.700 -5.013
C 7.490 -0.597 4.239
C 5.230 -2.705 -0.043
H 0.431 -1.053 5.487
H -2.284 3.799 -6.263
H 7.956 -1.667 -0.766
H -0.557 -6.405 0.122
H 2.944 -8.699 -4.823
H -1.213 2.593 -0.549
H 4.359 -0.382 -6.306
H -3.947 7.997 4.749
H 0.478 -4.260 2.635
H 2.444 -3.501 -8.570
H -3.977 8.038 -4.765
H 5.299 -2.761 -1.129
H -2.539 2.825 -4.212
C 3.457 -8.716 -1.648
C -1.463 1.553 -0.758
C 1.706 -6.153 -0.978
H 2.822 0.365 0.789
H -0.153 3.517 2.373
C -3.522 -4.974 5.563
H -2.868 -2.573 -1.027
H 1.290 1.456 -2.375
O -0.796 7.238 3.037
P 0.873 -8.218 -2.694
C 4.161 0.544 -6.846
H 3.841 -0.684 -3.590
C 0.245 1.237 -2.596
H -1.400 -0.846 -4.510
H -0.595 1.099 2.238
C 3.986 4.467 -3.999
H 2.022 1.344 1.979
H -9.960 1.115 1.646
C 3.854 1.861 -2.023
*
```

LUMO energy ... 0.29 eV
SMILES string ... CN(C)P(=O)(N(C)C)N(C)C.CN(C)P(=O)(N(C)C)N(C)C.CN(C)P(=O)(N(C)C)N(C)C.CN(C)P(=O)(N(C)C)N(C)C.CN(C)P(=O)(N(C)C)N(C)C.CN(C)P(=O)(N(C)C)N(C)C.CN(C)P(=O)(N(C)C)N(C)C.CN(C)P(=O)(N(C)C)N(C)C.CCOS(C)(=O)=O.CCOS(C)(=O)=O


# C2H3ClN4

An isolated molecule of C2H3ClN4 in a non-equilibrium geometry (ωB97M-V/def2-TZVPD, the Open Molecules 2025 dataset).

ORCA input file:
```
! wB97M-V def2-TZVPD RIJCOSX def2/J DEFGRID3
* xyz 0 1
N -1.377 -0.058 0.256
N -1.399 0.182 1.531
H -0.385 -1.017 -1.977
Cl 0.718 1.027 -2.499
C 0.450 -0.445 -1.465
H 0.140 0.494 2.886
C -0.086 0.019 -0.131
N -0.154 0.416 1.861
H 1.404 -0.916 -1.326
N 0.688 0.298 0.864
*
```

LUMO energy ... 0.94 eV
SMILES string ... ClCc1nn[nH]n1
ΔE to the lowest compared entry with this formula, charge and spin ... 6.67 kcal/mol


# C5H10I2N

A structure of composition C5H10I2N in a non-equilibrium geometry (ωB97M-V/def2-TZVPD, the Open Molecules 2025 dataset).

ORCA input file:
```
! wB97M-V def2-TZVPD RIJCOSX def2/J DEFGRID3
* xyz 1 1
N -0.390 -0.346 -0.272
C 0.280 0.003 -1.563
I 2.587 2.235 -1.714
H -2.276 -1.501 -0.157
C 0.033 0.650 0.771
H 1.463 0.196 2.299
H 0.014 -1.210 0.149
H -0.482 0.631 -2.127
H 0.501 -0.911 -2.141
I 3.026 -1.149 -0.669
H -0.527 1.637 0.771
H 0.082 -0.948 2.235
H -2.073 -0.043 -1.448
C -1.858 -0.504 -0.405
H -2.333 0.146 0.279
C 1.677 0.514 -1.066
H -0.114 0.509 2.948
C 0.390 0.095 2.109
*
```

LUMO energy (alpha / beta) ... -4.75 / -4.44 eV
ΔE to the lowest compared entry with this formula, charge and spin ... 48.77 kcal/mol


# CH3O3

A cluster of 2 separate species, CH3O3 in total in a non-equilibrium geometry (ωB97M-V/def2-TZVPD, the Open Molecules 2025 dataset).

ORCA input file:
```
! wB97M-V def2-TZVPD RIJCOSX def2/J DEFGRID3
* xyz -1 1
H -1.512 -0.839 -1.607
H 0.491 0.155 1.468
O -0.673 -0.967 0.113
C -0.764 -0.308 -0.953
O -0.421 0.841 -1.322
H 1.454 0.553 0.661
O 1.425 0.565 1.639
*
```

LUMO energy ... 4.69 eV
ΔE to the lowest compared entry with this formula, charge and spin ... 12.19 kcal/mol


# C24H29N5O3

An isolated molecule of C24H29N5O3 (ωB97M-V/def2-TZVPD, the Open Molecules 2025 dataset).

ORCA input file:
```
! wB97M-V def2-TZVPD RIJCOSX def2/J DEFGRID3
* xyz 0 1
O -5.048 -4.909 3.342
C 3.867 2.378 0.786
H -6.609 -5.746 4.403
H -3.160 -7.409 2.454
O -2.798 -1.667 2.375
H -0.939 -0.036 5.350
C -0.220 0.704 -1.497
H -0.740 0.534 -2.427
H -1.658 -0.187 1.956
H 4.829 2.813 0.524
H -1.803 -2.244 5.230
C 1.758 1.527 -0.339
C 4.185 3.460 -4.396
N 1.554 1.623 -2.759
C -1.269 -0.344 4.358
H 0.963 3.798 -4.712
C -5.054 -7.117 3.595
C 1.610 3.521 -5.564
C -2.194 -2.387 3.149
H -1.718 -4.291 3.725
H 3.342 3.063 1.451
C 1.943 5.791 -6.278
H 1.339 5.593 -7.162
C -1.351 -1.873 4.306
C -3.955 -5.394 2.716
H -1.758 -0.091 -0.257
C -0.085 0.593 0.907
H 2.894 5.098 -3.826
H 0.982 3.375 -6.445
C 3.051 2.118 -0.441
H -0.346 -2.297 4.232
H 1.686 1.339 1.808
H 2.940 1.906 -6.082
H 4.874 3.614 -3.568
N 3.231 2.417 -4.102
H 4.759 3.149 -5.275
C 3.529 2.434 -1.681
N 2.581 4.563 -5.859
H -2.254 0.080 4.159
C 2.747 2.179 -2.842
C 1.165 1.169 0.882
C -0.253 0.197 3.352
H -5.347 -8.104 3.886
O 0.858 0.551 3.694
C 3.456 4.768 -4.721
C -5.705 -5.954 3.867
H 4.184 5.542 -4.976
H 2.710 6.521 -6.535
C -0.777 0.363 -0.299
C 1.060 1.295 -1.553
H 1.294 6.222 -5.499
C 2.338 2.221 -5.225
C -3.017 -4.434 2.065
H -3.571 -3.663 1.522
H 1.622 1.445 -4.960
H -2.366 -4.976 1.372
H 4.515 2.862 -1.771
N -0.733 0.217 2.088
N -2.215 -3.731 3.051
H 4.038 1.451 1.331
C -3.908 -6.752 2.847
*
```

LUMO energy ... 0.60 eV
SMILES string ... Cc1cc(N2CCN(C)CC2)nc2ccc(NC(=O)CCC(=O)NCc3ccco3)cc12
ΔE to the lowest compared entry with this formula, charge and spin ... 28.08 kcal/mol


# C32H41IN5O3SSb2V

A structure of composition C32H41IN5O3SSb2V (ωB97M-V/def2-TZVPD, the Open Molecules 2025 dataset).

ORCA input file:
```
! wB97M-V def2-TZVPD RIJCOSX def2/J DEFGRID3
* xyz 1 4
C 2.225 -5.422 -0.309
H -0.526 -3.884 0.964
H 0.360 3.135 -1.782
C 1.818 4.149 1.167
C 1.926 2.715 1.015
H -1.243 3.905 -1.905
H 5.145 2.218 4.343
C 2.125 -3.076 -0.774
C 0.887 -1.614 2.983
H 4.102 -2.017 2.023
Sb -2.995 -2.065 -0.708
C 4.005 4.276 1.896
H -3.615 -4.493 0.392
H 0.549 -6.161 0.835
O 0.954 2.067 0.467
H -3.776 -1.147 -3.107
H -2.989 3.227 0.094
C 3.105 0.687 1.851
H -2.296 -3.158 -3.075
C -1.708 -2.953 -2.179
C -4.113 -3.858 -0.343
N 2.176 -0.151 1.545
H -5.009 3.259 -1.666
H -1.287 -3.894 -1.819
H 5.910 1.674 1.691
N 3.540 2.108 -1.731
N 0.962 -2.999 -0.117
C 5.484 2.362 2.420
C 3.090 2.103 1.513
C -5.149 -0.126 -1.781
H 0.683 5.778 0.385
H -0.664 2.857 -3.212
H -6.801 -1.283 -1.063
H 4.810 4.941 2.187
C -0.661 3.012 -2.132
S 1.739 0.134 -2.118
C -6.634 2.089 -0.913
H 2.365 1.171 -4.542
O 5.359 1.608 3.629
C -4.634 1.169 -1.942
H 4.064 2.913 -2.036
H -0.895 -2.270 -2.424
H 3.709 -4.326 -1.427
C 1.804 -3.607 3.948
C 2.774 -4.291 -0.885
H -1.871 2.425 1.224
N 2.889 1.715 -3.879
Sb -1.573 1.318 -1.222
C -2.574 2.268 0.405
H 3.842 -4.035 3.432
H 2.727 -6.378 -0.384
O 0.308 -1.864 0.005
H -5.093 -3.586 0.052
H 6.195 3.179 2.545
H -3.088 0.794 -3.427
H 3.889 0.370 2.536
H 2.474 -2.147 -1.197
N 2.826 4.877 1.557
H -7.203 2.953 -0.592
H 3.374 2.015 -0.737
C 4.175 2.927 1.936
C -4.377 -1.338 -2.219
H 3.542 2.397 -4.225
C 3.159 -2.222 2.518
H -5.041 -2.176 -2.433
C -3.285 1.436 -2.569
V 0.703 0.166 0.147
I -0.689 -0.278 2.712
C 2.792 1.405 -2.582
C 2.100 -1.347 2.348
C -7.137 0.807 -0.739
H 1.692 -4.479 4.580
C -6.398 -0.281 -1.178
H -4.239 -4.411 -1.275
C 0.507 4.833 0.897
H -0.163 4.213 0.313
H -3.394 1.626 0.731
H -0.207 -2.917 4.289
H -8.105 0.656 -0.277
C -5.397 2.256 -1.514
C 1.023 -5.309 0.368
H -3.224 2.473 -2.900
C 3.010 -3.353 3.312
C 0.734 -2.732 3.787
C 0.405 -4.079 0.453
H 0.015 5.061 1.846
*
```

LUMO energy (alpha / beta) ... -2.60 / -2.74 eV
ΔE to the lowest compared entry with this formula, charge and spin ... 9.45 kcal/mol


# H4N6

A cluster of 2 separate species, H4N6 in total in a non-equilibrium geometry (ωB97M-V/def2-TZVPD, the Open Molecules 2025 dataset).

ORCA input file:
```
! wB97M-V def2-TZVPD RIJCOSX def2/J DEFGRID3
* xyz 0 1
H 1.955 0.575 1.231
N -3.265 0.183 -0.761
N 2.230 0.461 0.156
N -3.949 0.456 0.051
H 3.156 0.049 -0.056
N -0.985 -0.645 -0.211
N 1.188 -0.080 -0.557
H 0.425 0.092 1.218
H -0.937 -0.777 -1.220
N 0.183 -0.313 0.149
*
```

LUMO energy ... 0.75 eV
ΔE to the lowest compared entry with this formula, charge and spin ... 12.99 kcal/mol


# C9H16N2O5

An isolated molecule of C9H16N2O5 in a non-equilibrium geometry (ωB97M-V/def2-TZVPD, the Open Molecules 2025 dataset).

ORCA input file:
```
! wB97M-V def2-TZVPD RIJCOSX def2/J DEFGRID3
* xyz 0 1
H -0.077 -0.201 -0.692
H -1.425 2.092 -0.203
C 3.746 -0.379 0.074
H 1.818 -0.868 -0.689
H 0.457 0.647 2.697
N 0.444 0.306 1.723
O 0.896 2.781 0.113
H 1.334 2.133 -1.860
H -3.582 -0.765 0.641
C 2.235 -0.638 0.298
O -1.652 -0.114 2.084
H 3.790 -2.105 -0.771
H -0.610 -2.297 -1.276
H 2.418 1.027 1.651
O 1.580 1.336 -1.375
O 4.401 -1.393 -0.511
C -0.874 -0.602 -0.154
H 2.326 -1.569 1.009
H -3.213 -1.782 -0.719
H -2.005 -0.048 -1.872
C -0.694 -0.186 1.357
O 4.365 0.533 0.597
C -2.360 1.571 -0.339
H -4.228 -0.327 -0.925
C -2.118 0.080 -0.766
N -0.803 -2.055 -0.304
C -3.345 -0.749 -0.448
H 0.001 -2.310 0.245
H -2.890 1.471 0.612
H -2.964 2.105 -1.049
C 1.382 1.719 -0.089
C 1.649 0.586 0.939
*
```

LUMO energy ... 0.00 eV
SMILES string ... CC(C)[C@H](N)C(=O)N[C@@H](CC(=O)O)C(=O)O
ΔE to the lowest compared entry with this formula, charge and spin ... 34.51 kcal/mol